The following is a DFT calculation (wB97M-V/def2-TZVPD) of a molecular structure, C4H6CoO2.

Geometry as XYZ:
```
13
Properties=species:S:1:pos:R:3:forces:R:3
C 0.193 0.372 -0.726 2.6 -1.3 0.1
O -0.118 1.644 -1.007 -0.3 -0.1 0.6
H 0.932 0.029 -1.463 0.1 -0.9 -0.3
H -1.058 1.868 -1.054 -0.8 0.5 -0.3
C -0.556 -1.377 -0.525 -1.2 -1.2 -2.2
C -0.417 -1.031 0.868 0.8 3.7 4.7
C 0.504 0.143 0.720 0.4 1.9 -3.8
O 1.523 0.832 1.092 -1.6 -1.3 2.3
Co 1.601 2.578 0.653 0.5 1.9 -0.4
H -0.168 -2.339 -0.870 1.2 0.4 -0.5
H -1.407 -1.107 -1.153 -0.9 -0.2 0.8
H -1.319 -0.990 1.486 -0.4 -0.1 0.3
H 0.289 -0.620 1.979 -0.2 -3.4 -1.4
```
Forces are in eV/Å.

- Strongest force on any atom: 6.1 eV/A
- Charge: +3
- HOMO (spin up / spin down): -24.6 / -24.3 eV
- Energy above the lowest of the compared OMol25 structures with the same formula, charge and spin: 453.9 kJ/mol
- Spin multiplicity: 5



The following is a DFT calculation (wB97M-V/def2-TZVPD) of a molecular structure, C4H6CrO2.

Geometry as XYZ:
```
13
Properties=species:S:1:pos:R:3:forces:R:3
O 0.267 2.070 -2.551 2.3 0.1 0.9
C 0.457 1.741 -1.208 -3.1 0.1 0.5
H 0.770 1.454 -3.094 -0.3 -0.4 -0.4
H 0.386 2.634 -0.579 -0.1 0.3 -0.3
C 0.103 0.488 -0.721 1.6 1.5 -2.8
C -0.740 0.299 0.410 1.6 -1.5 2.6
C -2.101 -0.382 0.254 -0.7 0.8 -0.6
O -2.031 -1.773 0.429 1.6 -0.6 0.2
Cr -0.112 -1.904 0.616 -2.1 1.5 -0.2
H -0.626 0.998 1.256 -0.3 -0.1 -0.3
H 1.345 0.436 -1.074 -1.3 -1.2 0.3
H -2.513 -0.139 -0.752 0.2 -0.2 0.3
H -2.819 0.065 0.980 0.5 -0.2 -0.2
```
Forces are in eV/Å.

- Strongest force on any atom: 3.6 eV/A
- HOMO (spin up / spin down): -7.6 / -7.7 eV
- Energy above the lowest of the compared OMol25 structures with the same formula, charge and spin: 92.3 kJ/mol
- Spin multiplicity: 5



The following is a DFT calculation (wB97M-V/def2-TZVPD) of a molecular structure, C4H6CrO7.

Geometry as XYZ:
```
18
Properties=species:S:1:pos:R:3:forces:R:3
O -3.516 1.732 -1.402 -1.7 0.0 0.1
C -2.468 1.026 -1.478 3.8 1.1 -0.1
O -2.595 -0.246 -1.396 -0.9 -0.7 0.0
O -1.321 1.611 -1.629 -2.2 0.0 0.0
O 1.530 -0.073 -0.048 -0.9 0.2 -0.2
C 0.355 0.624 -0.109 1.3 -0.3 0.6
C -0.100 0.833 -1.558 1.3 -0.9 -0.2
Cr -4.478 0.050 -1.211 0.3 0.2 0.0
H 0.432 1.634 0.359 -0.2 0.0 -0.1
H -0.476 0.113 0.433 -0.3 0.0 0.0
H -0.254 -0.129 -2.064 0.0 0.2 0.2
H 0.633 1.418 -2.123 -0.2 -0.1 0.2
C 1.978 -1.236 1.963 1.1 -0.2 3.6
O 1.832 -0.411 2.865 -0.4 0.2 -1.7
O 1.145 -2.282 1.835 -1.4 -0.1 -1.0
H 0.243 -2.021 2.126 1.1 0.1 -0.2
O 3.214 -1.676 1.628 -0.3 0.2 -1.1
H 3.844 -0.967 1.808 -0.3 0.1 0.0
```
Forces are in eV/Å.

- Strongest force on any atom: 4.0 eV/A
- HOMO (spin up / spin down): -6.2 / -6.2 eV
- Energy above the lowest of the compared OMol25 structures with the same formula, charge and spin: 335.7 kJ/mol
- Spin multiplicity: 5



The following is a DFT calculation (wB97M-V/def2-TZVPD) of a molecular structure, C4H6CsMgO2.

Geometry as XYZ:
```
14
Properties=species:S:1:pos:R:3:forces:R:3
O 0.425 -2.225 -0.626 -0.7 0.8 2.1
C 0.221 -1.761 0.595 -0.4 0.4 -3.9
C 1.115 -0.796 1.147 -0.5 -0.2 0.6
Mg -2.028 -1.397 -0.712 2.3 0.2 1.5
Cs 1.979 -0.962 -2.747 0.0 0.1 0.2
H 2.179 -0.859 0.861 -0.4 0.0 -0.5
H 1.086 -0.645 2.231 -0.4 0.1 -0.3
C -0.504 1.177 -0.745 1.7 -0.1 0.8
C 0.122 0.973 0.535 -1.3 0.1 -0.5
O -1.833 0.596 -0.855 -1.2 -1.0 -0.2
H -0.543 2.214 -1.093 0.4 -0.5 -0.3
H 0.939 1.683 0.708 -0.3 -0.5 0.3
H -0.609 0.800 1.337 0.8 0.1 0.1
H -2.548 1.203 -0.638 0.0 0.3 0.2
```
Forces are in eV/Å.

- Strongest force on any atom: 3.9 eV/A
- Charge: +1
- HOMO: -9.9 eV
- Energy above the lowest of the compared OMol25 structures with the same formula, charge and spin: 0.3 kJ/mol



The following is a DFT calculation (wB97M-V/def2-TZVPD) of a molecular structure, C4H6CuFO4.

Geometry as XYZ:
```
16
Properties=species:S:1:pos:R:3:forces:R:3
O 1.829 -0.669 -1.947 -0.1 0.1 0.4
C 2.348 -1.032 -0.919 0.3 0.5 -0.3
C 1.668 -0.967 0.426 0.6 -0.3 0.1
O 0.268 -1.173 0.350 -0.3 -0.1 0.1
C -0.552 -0.158 0.313 -0.4 -1.0 0.8
O -1.557 -0.349 1.100 0.5 -0.1 -0.2
O -0.405 0.854 -0.372 -0.3 0.5 1.2
C -2.503 0.719 1.269 -0.7 0.5 -0.1
H 1.915 -0.007 0.906 0.0 -0.2 -0.1
F -0.504 1.437 -3.396 0.0 0.2 -0.2
H 3.406 -1.359 -0.879 -0.2 -0.1 -0.1
H 2.057 -1.769 1.065 -0.2 0.2 -0.1
H -3.197 0.371 2.036 0.2 0.1 -0.2
H -1.984 1.627 1.594 -0.1 -0.2 0.0
H -3.025 0.895 0.322 0.1 0.0 0.3
Cu 0.236 1.582 -1.869 0.7 -0.1 -1.4
```
Forces are in eV/Å.

- Strongest force on any atom: 1.5 eV/A
- Charge: +1
- HOMO (spin up / spin down): -14.8 / -14.8 eV
- Spin multiplicity: 2



The following is a DFT calculation (wB97M-V/def2-TZVPD) of a molecular structure, C4H6F12O4P2Zn.

Geometry as XYZ:
```
29
Properties=species:S:1:pos:R:3:forces:R:3
Zn -6.786 20.919 -8.184 0.2 -0.7 0.4
C -2.980 20.279 -7.237 0.8 0.5 -0.7
C -4.456 20.396 -7.500 -0.9 -0.5 0.5
O -4.962 19.782 -8.480 0.3 0.5 -0.1
O -5.187 21.071 -6.725 0.3 0.2 -0.1
H -2.617 20.979 -6.488 -0.3 -0.2 0.3
H -2.466 20.564 -8.164 -0.1 -0.1 0.0
H -2.647 19.262 -7.035 -0.3 -0.1 0.2
C -9.833 20.340 -5.719 -0.1 0.6 -0.1
C -8.759 20.471 -6.758 1.4 0.5 -0.8
O -8.003 19.512 -7.056 -0.5 -0.6 0.6
O -8.540 21.594 -7.312 -0.6 0.1 0.3
H -9.509 19.610 -4.983 -0.4 -0.3 -0.1
H -10.779 20.122 -6.218 0.1 -0.5 0.1
H -9.998 21.305 -5.240 0.2 0.0 0.0
P -5.984 24.473 -8.646 0.9 -0.1 0.1
F -7.536 24.739 -8.846 -0.5 0.1 0.0
F -5.757 24.497 -10.235 -0.1 0.0 -0.1
F -5.684 26.057 -8.544 0.0 0.2 0.0
F -4.401 24.147 -8.460 -0.1 0.0 0.0
F -6.173 24.387 -7.059 -0.1 0.0 0.3
F -6.268 22.825 -8.728 0.0 0.2 -0.4
P -7.476 20.030 -11.504 -0.2 0.5 -0.3
F -6.294 21.107 -11.334 -0.1 0.0 0.0
F -7.402 19.726 -9.870 -0.1 0.0 -0.1
F -8.581 21.176 -11.203 0.1 -0.1 0.0
F -8.654 18.931 -11.619 -0.1 -0.1 0.0
F -7.586 20.343 -13.093 0.1 -0.1 0.1
F -6.387 18.880 -11.775 0.0 -0.1 0.0
```
Forces are in eV/Å.

- Strongest force on any atom: 1.7 eV/A
- Charge: -2
- HOMO: -3.9 eV
- Energy above the lowest of the compared OMol25 structures with the same formula, charge and spin: 1.9 kJ/mol



The following is a DFT calculation (wB97M-V/def2-TZVPD) of a single C4H6F2 molecule.

Geometry as XYZ:
```
12
Properties=species:S:1:pos:R:3:forces:R:3
C -2.055 0.286 -0.379 0.5 3.4 2.0
C -0.712 -0.451 -0.368 -0.1 -0.5 -0.2
C -0.175 -1.013 0.943 3.6 0.3 1.0
C 0.666 0.003 0.092 -3.7 0.1 -0.6
H -2.040 0.772 0.703 -0.8 -0.9 -2.0
H -2.230 1.224 -1.034 1.1 -1.5 0.6
H -2.980 -0.259 -0.558 0.4 -0.7 0.4
H -0.561 -1.170 -1.135 -0.1 -0.5 -0.9
H 0.429 -2.025 1.101 -2.0 2.0 -0.5
H -0.502 -0.456 1.870 0.2 -1.0 -1.0
F 1.656 -0.312 -0.769 0.3 -0.1 0.8
F 0.738 1.308 0.472 0.6 -0.5 0.2
```
Forces are in eV/Å.

- Strongest force on any atom: 4.0 eV/A
- HOMO: -10.0 eV
- SMILES string: C[C@@H]1CC1(F)F
- Energy above the lowest of the compared OMol25 structures with the same formula, charge and spin: 153.4 kJ/mol



The following is a DFT calculation (wB97M-V/def2-TZVPD) of a single C4H6F2IN molecule.

Geometry as XYZ:
```
14
Properties=species:S:1:pos:R:3:forces:R:3
C 1.112 -0.883 -0.703 -1.6 2.8 1.3
C 2.168 -1.589 -1.025 3.0 -1.7 -2.5
C 0.708 -1.006 0.729 1.3 -2.3 0.6
C -0.474 0.956 -1.046 2.0 -2.7 3.3
N 0.448 -0.033 -1.580 1.4 0.0 3.2
F 2.668 -1.602 -2.275 0.0 -0.1 1.4
F 2.948 -2.341 -0.214 -1.2 0.9 -1.0
I -0.162 -0.853 -3.397 -1.4 -1.5 -4.2
H 0.540 -0.095 1.263 -0.7 0.5 0.0
H 1.671 -1.407 1.237 -2.1 0.1 -0.4
H -0.148 -1.769 0.713 1.1 1.2 0.8
H -0.745 1.654 -1.694 -1.0 2.6 -3.6
H -1.376 0.400 -0.768 0.1 0.4 0.7
H 0.082 1.521 -0.279 -0.8 -0.4 0.4
```
Forces are in eV/Å.

- Strongest force on any atom: 4.7 eV/A
- HOMO (spin up / spin down): -6.1 / -8.8 eV
- Energy above the lowest of the compared OMol25 structures with the same formula, charge and spin: 0.0 kJ/mol
- Spin multiplicity: 3



The following is a DFT calculation (wB97M-V/def2-TZVPD) of a molecular structure, C4H6F2O.

Geometry as XYZ:
```
13
Properties=species:S:1:pos:R:3:forces:R:3
C 1.667 -0.559 -0.162 0.7 1.0 -2.6
C -0.099 0.560 0.281 -6.0 1.6 -2.1
C -0.771 1.433 -0.501 -1.5 -1.6 1.2
C -1.043 -0.532 0.528 -0.3 -1.9 0.3
H 1.711 0.141 -1.313 -0.5 -2.3 3.8
H 1.174 -1.670 -0.350 1.4 3.6 1.0
H 2.695 -0.591 0.145 0.4 -0.2 0.4
H -0.428 2.413 -0.540 0.3 1.8 -1.0
H -1.942 1.017 -0.678 4.0 2.5 -0.3
H -0.964 -0.749 1.571 -0.2 -1.0 0.7
O 1.005 0.435 0.950 3.3 -2.2 -2.5
F -2.388 -0.204 0.303 1.0 -2.2 0.3
F -0.618 -1.693 -0.232 -2.6 1.0 1.0
```
Forces are in eV/Å.

- Strongest force on any atom: 6.6 eV/A
- HOMO: -9.6 eV
- Energy above the lowest of the compared OMol25 structures with the same formula, charge and spin: 500.3 kJ/mol



The following is a DFT calculation (wB97M-V/def2-TZVPD) of a single C4H6F2O molecule.

Geometry as XYZ:
```
13
Properties=species:S:1:pos:R:3:forces:R:3
C 0.677 -1.171 0.484 1.0 -2.1 1.6
C -0.326 -0.100 -0.049 1.4 0.0 -0.5
C 0.238 1.315 0.333 0.0 2.1 0.0
C -1.835 -0.127 0.268 0.8 2.0 3.0
H 0.299 -2.322 0.544 0.5 2.9 -0.4
H 1.202 -0.960 1.492 -1.6 0.0 -1.2
H -0.131 -0.185 -1.173 -0.8 0.3 1.3
H -0.429 2.160 -0.138 1.4 -1.6 0.5
H 0.333 1.722 1.483 0.0 -1.8 -2.7
H -2.191 0.294 1.296 1.3 -0.9 -0.6
O -2.735 -0.217 -0.481 -1.0 -1.0 -2.3
F 1.825 -1.161 -0.347 -1.1 -0.4 -0.1
F 1.539 1.331 -0.306 -1.9 0.7 1.3
```
Forces are in eV/Å.

- Strongest force on any atom: 3.7 eV/A
- HOMO: -10.4 eV
- SMILES string: O=CC(CF)CF
- Energy above the lowest of the compared OMol25 structures with the same formula, charge and spin: 223.5 kJ/mol



The following is a DFT calculation (wB97M-V/def2-TZVPD) of 2 unconnected molecules or ions with the total composition C4H6F2O.

Geometry as XYZ:
```
13
Properties=species:S:1:pos:R:3:forces:R:3
C 0.057 -1.140 1.372 -0.8 -1.8 -2.2
C -0.837 -0.220 1.019 1.6 -2.2 1.9
C -1.667 0.709 0.726 -2.0 1.1 -0.2
C 1.770 1.061 -2.049 -0.9 -0.7 -0.7
O 1.701 0.055 -1.154 3.2 -0.3 -2.1
F 0.827 0.975 -3.033 -1.0 -0.6 -0.3
F 1.504 2.219 -1.472 0.2 1.5 0.9
H 1.085 -0.884 1.398 0.9 0.7 0.7
H 0.020 -2.299 1.141 -0.8 2.5 0.8
H 2.651 1.083 -2.653 1.3 -0.1 0.6
H -2.467 1.210 1.377 1.6 -0.9 -0.9
H -1.661 0.863 -0.350 -0.5 0.7 0.0
H 0.928 0.071 -0.666 -2.8 0.2 1.6
```
Forces are in eV/Å.

- Strongest force on any atom: 3.9 eV/A
- HOMO: -10.3 eV
- SMILES string: OC(F)F.C=C=C
- Energy above the lowest of the compared OMol25 structures with the same formula, charge and spin: 225.9 kJ/mol



The following is a DFT calculation (wB97M-V/def2-TZVPD) of a single C4H6F2O molecule.

Geometry as XYZ:
```
13
Properties=species:S:1:pos:R:3:forces:R:3
C -0.779 0.068 -0.315 0.7 -1.6 -0.7
C -0.133 1.155 0.479 2.0 -2.8 -1.8
C 1.086 -1.617 -0.001 1.0 0.5 -2.1
C -1.997 0.142 -0.833 -1.0 1.5 1.0
O -0.149 -1.163 -0.573 1.2 -0.4 0.6
F 1.075 -1.571 1.358 -0.1 -0.1 0.1
F -2.642 1.360 -0.541 0.1 -1.1 -0.7
H 0.148 0.713 1.407 0.8 0.0 0.7
H 0.645 1.652 -0.108 0.2 -0.2 0.5
H -0.883 1.784 0.642 -2.9 3.1 0.9
H 1.250 -2.658 -0.385 -0.8 0.7 0.7
H 2.064 -1.107 -0.382 -1.9 0.1 0.8
H -2.685 -0.589 -1.269 0.7 0.3 0.0
```
Forces are in eV/Å.

- Strongest force on any atom: 4.3 eV/A
- HOMO: -9.0 eV
- SMILES string: C/C(=C\F)OCF
- Energy above the lowest of the compared OMol25 structures with the same formula, charge and spin: 187.2 kJ/mol



The following is a DFT calculation (wB97M-V/def2-TZVPD) of 2 unconnected molecules or ions with the total composition C4H6F3N.

Geometry as XYZ:
```
14
Properties=species:S:1:pos:R:3:forces:R:3
C 1.559 -0.584 -0.170 -0.5 1.3 0.3
C 0.352 -0.112 -0.460 -0.7 -2.9 -2.0
C -0.619 -3.094 2.419 0.4 0.6 -0.1
C -0.956 1.899 -1.114 -1.5 -0.1 1.6
N -0.189 1.087 -0.184 2.7 3.7 1.9
F -0.555 -0.960 -1.154 1.1 1.4 1.1
F 0.374 -2.372 2.924 -0.8 -0.4 -0.6
F -1.114 -2.373 1.444 0.5 -0.2 0.6
H 2.195 0.122 0.311 0.5 0.4 0.3
H 1.937 -1.559 -0.264 -0.1 -1.1 -0.4
H -1.671 2.576 -0.539 1.5 -0.3 -0.6
H -0.305 2.387 -1.810 -0.1 0.5 -0.6
H -1.669 1.247 -1.541 -0.5 -0.7 -1.3
H 0.661 1.735 0.139 -2.5 -2.1 -0.4
```
Forces are in eV/Å.

- Strongest force on any atom: 5.0 eV/A
- HOMO: -8.6 eV
- Energy above the lowest of the compared OMol25 structures with the same formula, charge and spin: 289.2 kJ/mol



The following is a DFT calculation (wB97M-V/def2-TZVPD) of 2 unconnected molecules or ions with the total composition C4H6F4NP.

Geometry as XYZ:
```
16
Properties=species:S:1:pos:R:3:forces:R:3
C -0.481 -2.798 1.486 -1.0 0.8 -0.5
C -0.993 0.025 0.366 -0.7 0.2 0.0
C 1.243 0.225 -0.595 0.4 0.0 -0.2
C -0.787 -4.021 2.209 -0.8 -1.8 1.0
N 0.264 -0.620 0.062 0.5 -0.9 0.6
F -3.101 -2.056 1.369 2.2 -0.4 0.0
F -1.197 -3.827 3.466 0.0 0.3 -0.2
F 0.359 -4.767 2.299 0.0 0.7 -0.3
F -1.686 -4.806 1.616 0.1 0.4 -0.1
P 0.760 -2.042 0.745 -0.6 0.9 -0.5
H -1.313 0.601 -0.502 0.0 0.0 0.0
H -1.745 -0.721 0.594 -0.4 -0.1 0.1
H -0.900 0.702 1.218 0.1 0.0 0.0
H 0.831 0.580 -1.541 0.0 -0.1 0.0
H 1.494 1.093 0.019 0.0 0.0 0.0
H 2.148 -0.344 -0.801 0.1 0.1 0.0
```
Forces are in eV/Å.

- Strongest force on any atom: 2.3 eV/A
- HOMO (spin up / spin down): -10.1 / -10.1 eV
- Energy above the lowest of the compared OMol25 structures with the same formula, charge and spin: 306.1 kJ/mol



The following is a DFT calculation (wB97M-V/def2-TZVPD) of a molecular structure, C4H6FN.

Geometry as XYZ:
```
12
Properties=species:S:1:pos:R:3:forces:R:3
C -2.659 -0.410 -0.216 1.3 0.1 1.0
C -1.495 -0.282 0.153 1.8 -0.1 -0.7
C 0.881 0.619 -0.905 -0.1 0.3 0.1
C 0.465 -0.327 0.147 -2.5 -2.5 0.2
N 1.135 -0.289 1.396 -1.1 2.5 0.8
F 0.607 -1.593 -0.400 -0.2 0.3 0.6
H -3.720 -0.575 -0.350 0.7 0.2 -0.1
H 1.823 0.578 -1.389 1.3 -1.1 0.2
H 0.191 0.592 -1.681 -1.4 -0.4 -1.4
H 0.844 1.601 -0.596 -0.3 2.3 1.2
H 1.270 0.751 1.579 0.0 -1.8 0.0
H 0.657 -0.666 2.263 0.5 0.3 -1.9
```
Forces are in eV/Å.

- Strongest force on any atom: 3.5 eV/A
- HOMO: -9.9 eV
- Energy above the lowest of the compared OMol25 structures with the same formula, charge and spin: 329.6 kJ/mol



The following is a DFT calculation (wB97M-V/def2-TZVPD) of a single C4H6FN molecule.

Geometry as XYZ:
```
12
Properties=species:S:1:pos:R:3:forces:R:3
C -2.720 -0.082 -0.072 -0.8 -1.5 -0.7
C 0.872 -0.489 0.085 0.4 2.8 -0.8
C -0.261 0.153 -0.186 -2.3 -4.0 1.4
C 2.289 0.064 0.144 -3.1 0.3 0.9
N -1.620 -0.701 -0.132 2.7 2.1 -0.1
F -0.333 1.450 -0.264 -0.5 1.5 -0.4
H -3.707 -0.577 -0.105 0.8 -0.9 0.3
H -2.980 0.921 -0.144 0.8 2.5 0.1
H 0.930 -1.487 0.187 -1.0 -3.5 0.2
H 2.760 -0.428 0.978 1.0 -0.2 -0.4
H 2.152 1.079 0.358 0.3 1.8 0.8
H 2.616 0.097 -0.849 1.6 -0.8 -1.2
```
Forces are in eV/Å.

- Strongest force on any atom: 4.8 eV/A
- HOMO: -9.3 eV
- SMILES string: C=N/C(F)=C/C
- Energy above the lowest of the compared OMol25 structures with the same formula, charge and spin: 210.5 kJ/mol



The following is a DFT calculation (wB97M-V/def2-TZVPD) of 2 unconnected molecules or ions with the total composition C4H6FN2.

Geometry as XYZ:
```
13
Properties=species:S:1:pos:R:3:forces:R:3
C 1.136 -1.347 0.451 0.7 0.6 0.1
C 1.614 -0.117 0.172 5.5 -1.7 -0.3
C -0.493 0.154 -0.006 0.3 -3.4 1.4
C -1.713 0.840 -0.174 -3.1 -0.1 -0.1
N -0.217 -1.156 0.384 0.2 2.2 -0.8
N 0.679 0.725 -0.131 -0.4 0.0 0.1
F 3.755 0.687 -0.478 -3.9 -1.4 1.2
H 1.533 -2.303 0.705 0.5 -0.2 0.0
H -2.400 0.973 0.680 1.1 0.5 0.4
H -1.561 1.727 -0.740 0.0 1.0 -0.1
H -2.433 0.256 -0.719 0.0 -0.6 -1.0
H -0.783 -1.976 0.449 -1.1 0.0 0.2
H 0.883 1.537 -0.594 0.3 3.0 -1.1
```
Forces are in eV/Å.

- Strongest force on any atom: 5.7 eV/A
- Charge: +1
- HOMO (spin up / spin down): -15.4 / -15.4 eV
- Energy above the lowest of the compared OMol25 structures with the same formula, charge and spin: 532.6 kJ/mol